[1]
This record from the OMol25 dataset describes a structure of composition C21H29CeCl2O4. The level of theory is wB97M-V/def2-TZVPD.

Each line ends with the Mulliken charge.
Atoms and positions in Å:
O1 0.5618 0.3236 -8.0142  -0.3948
C1 0.3630 1.6279 -8.5992  -0.4071
C2 0.1186 1.0355 -9.9826  -0.8878
H1 1.2519 2.2555 -8.5024  0.2890
H2 -0.4857 2.1489 -8.1504  0.2444
C3 0.3368 -0.3339 -9.3093  1.5839
H3 0.8567 1.2934 -10.7379  0.3033
H4 -0.8785 1.1896 -10.3871  0.3045
C4 1.5742 -1.0797 -9.7470  -1.6185
H5 2.4398 -0.4200 -9.7550  0.3894
H6 1.4440 -1.4896 -10.7491  0.3865
H7 1.7831 -1.9047 -9.0669  0.3537
C5 -0.8807 -1.2244 -9.2460  -1.6638
H8 -1.7506 -0.6650 -8.9074  0.3766
H9 -0.7152 -2.0471 -8.5514  0.3525
H10 -1.1027 -1.6464 -10.2268  0.4017
Ce1 0.0000 0.0000 0.0000  -0.3826
C6 -1.9579 -0.4907 1.2456  -0.6167
C7 -1.6601 0.8719 1.4195  -0.3594
C8 -1.8365 1.5095 0.1694  -0.6689
H11 -1.3260 1.3461 2.3252  0.9587
C9 -2.2458 0.5395 -0.7618  -0.2192
C10 -2.3029 -0.7031 -0.1102  -0.6120
H12 -2.5579 -1.6480 -0.5603  0.4807
H13 -1.9179 -1.2430 2.0133  0.5357
H14 -1.6409 2.5465 -0.0330  0.5681
H15 -2.4338 0.7126 -1.8079  0.6045
C11 1.1059 -1.4392 1.5491  -0.3052
C12 0.3357 -2.2366 0.6699  -0.6386
C13 0.8652 -2.1029 -0.6282  -0.4579
H16 -0.5097 -2.8437 0.9397  0.6432
C14 1.9838 -1.2386 -0.5407  -0.3996
C15 2.1334 -0.8452 0.7966  -0.4144
H17 2.8502 -0.1351 1.1640  0.5227
H18 0.9347 -1.3025 2.6034  0.6896
H19 0.5075 -2.6053 -1.5104  0.6427
H20 2.5833 -0.8879 -1.3631  0.5055
O2 0.3252 0.5990 -2.1423  0.0310
C16 -0.0461 -0.2811 -3.2254  -0.3901
C17 -0.3579 0.6224 -4.4009  -0.7634
H21 -0.8874 -0.8879 -2.9001  0.3947
H22 0.7977 -0.9408 -3.4345  0.3731
C18 0.5670 1.8057 -4.1473  -0.7066
H23 -1.3996 0.9420 -4.3689  0.2476
H24 -0.1853 0.1296 -5.3549  0.3602
C19 0.4982 1.9528 -2.6436  -0.3643
H25 0.2555 2.7126 -4.6604  0.4163
H26 1.5833 1.5702 -4.4630  0.2812
H27 -0.3612 2.5454 -2.3285  0.2125
H28 1.3841 2.3624 -2.1747  0.3488
Cl1 0.7186 3.9021 3.5993  -0.0980
C20 1.6288 2.5455 2.8892  0.1685
Cl2 0.9139 1.0535 3.4890  -0.1145
C21 1.7490 2.7449 1.3927  0.0817
O3 2.3962 3.8239 1.0212  -0.6144
O4 1.2707 1.9763 0.4123  -0.3307
H29 2.6513 2.5604 3.3166  0.3759

The calculation puts the orbital gap at 7.2 eV. As for the net charge: +1. For the energy above the lowest of the compared OMol25 structures with the same formula, charge and spin, the calculation gives 3.0 kcal/mol.

[2]
This record from the OMol25 dataset describes the ion C21H29F3NO6 with charge +1. The level of theory is wB97M-V/def2-TZVPD.

Each line ends with the natural charge from an NBO analysis.
Atoms and positions in Å:
C1 1.6873 -2.1221 3.2628  -0.6280
C2 1.0105 -3.1496 2.2659  -0.4588
C3 2.0000 -3.8925 1.2958  -0.1048
O1 2.5782 -3.0814 0.2270  -0.3229
N1 1.7381 -2.1300 -0.2340  -0.0175
C4 0.6312 -2.5531 -0.9608  0.0343
C5 -0.3461 -1.6331 -1.4911  -0.1932
C6 -0.1449 -0.1749 -1.2933  -0.0346
C7 -1.1780 0.8774 -1.8397  0.7774
O2 -1.5054 0.8177 -2.9845  -0.4591
O3 -1.6785 1.8618 -0.9865  -0.5334
C8 -2.4586 1.1120 0.0363  -0.0814
C9 -3.6651 2.0430 0.4630  -0.4296
C10 -4.9365 1.1110 0.6765  -0.4244
C11 -5.5120 0.5994 -0.7155  -0.0745
O4 -6.2608 -0.6025 -0.4271  -0.5365
C12 -5.4592 -1.7508 -0.7562  -0.2678
C13 1.0565 0.2136 -0.5282  0.0598
C14 1.2897 1.7291 -0.2560  -0.1401
O5 1.3285 2.5070 -1.4594  -0.5215
C15 1.2421 3.8901 -1.2248  0.7882
C16 1.7709 4.6244 0.0499  -0.7457
O6 0.7446 4.5398 -2.0998  -0.5043
C17 2.0126 -0.7831 0.0108  0.2844
C18 3.2674 -0.4336 0.8566  -0.4773
C19 4.3785 0.4222 0.1048  -0.4786
C20 4.1780 0.5721 -1.4243  0.2288
F1 4.0256 1.8711 -1.8998  -0.3079
C21 4.1743 -0.4197 -2.3473  0.6627
F2 3.4371 -0.2171 -3.4845  -0.2915
F3 4.8682 -1.5757 -2.2662  -0.2844
H1 1.3949 -1.0823 2.9210  0.1977
H2 1.2560 -2.2214 4.2959  0.2456
H3 2.8087 -2.1477 3.2568  0.2148
H4 0.5476 -3.9562 2.9099  0.2494
H5 0.1305 -2.6727 1.7407  0.2130
H6 1.5084 -4.8356 0.9304  0.2072
H7 2.8730 -4.2265 1.9295  0.2297
H8 0.4565 -3.6471 -1.1187  0.2689
H9 -1.2314 -2.0374 -2.0439  0.2768
H10 -1.7699 0.8526 0.8852  0.1804
H11 -2.8036 0.1744 -0.4960  0.1777
H12 -3.3613 2.5795 1.4041  0.2244
H13 -3.8464 2.7398 -0.3978  0.2376
H14 -4.6558 0.2552 1.3598  0.2051
H15 -5.6919 1.7309 1.2334  0.2307
H16 -4.6990 0.3384 -1.4459  0.1637
H17 -6.1704 1.4109 -1.1184  0.2079
H18 -6.1116 -2.6422 -0.5308  0.2117
H19 -5.2367 -1.7844 -1.8590  0.1764
H20 -4.5235 -1.8254 -0.1356  0.1519
H21 2.2258 1.9157 0.3480  0.2024
H22 0.4098 2.0854 0.3580  0.2208
H23 2.8229 4.9944 -0.1088  0.2631
H24 1.7839 4.0058 0.9841  0.2104
H25 1.0601 5.4749 0.2473  0.2677
H26 2.8997 0.2030 1.7158  0.2543
H27 3.7729 -1.3101 1.3262  0.2702
H28 4.4956 1.4353 0.5856  0.2572
H29 5.3813 -0.0799 0.2527  0.2655

The calculation puts the orbital gap at 7.2 eV. The structure (SMILES) is CCCO[n+]1ccc(C(=O)OCCCCOC)c(COC(C)=O)c1CCC(F)=C(F)F. As for the net charge: +1.

[3]
This record from the OMol25 dataset describes a structure of composition C21H29F6FeN3O8S. The level of theory is wB97M-V/def2-TZVPD.

Each line ends with the Mulliken spin population.
Atoms and positions in Å:
Fe1 -0.0809 0.5976 -0.4234  3.6403
C1 -0.4661 -4.0991 -1.5277  0.0016
N1 0.8607 -3.5748 -1.2468  0.0003
C2 1.8846 -4.5719 -1.0058  0.0001
C3 1.0142 -2.2681 -0.9975  -0.0082
O1 0.0751 -1.4791 -1.0691  0.0447
C4 2.4190 -1.7600 -0.6555  0.0073
O2 2.3711 -0.3633 -0.4781  0.0005
C5 3.2306 0.4304 -1.2596  -0.0045
C6 2.3915 1.3954 -2.1018  -0.0031
O3 1.1780 1.4619 -1.9362  0.0534
N2 3.0306 2.1652 -2.9956  0.0000
C7 2.2711 3.1492 -3.7517  0.0016
C8 4.4748 2.1555 -3.1371  0.0001
H1 -0.3793 -4.8753 -2.2868  0.0002
H2 -1.0999 -3.2964 -1.8923  -0.0005
H3 -0.9136 -4.5174 -0.6252  0.0000
H4 1.8568 -5.3100 -1.8086  0.0000
H5 1.7088 -5.0847 -0.0574  -0.0001
H6 2.8778 -4.1360 -0.9861  0.0002
H7 3.1004 -2.0260 -1.4707  0.0013
H8 2.7755 -2.2353 0.2660  -0.0007
H9 3.8598 -0.1814 -1.9134  0.0001
H10 3.8946 1.0071 -0.6045  0.0015
H11 1.2163 2.8877 -3.7148  -0.0008
H12 2.6149 3.1499 -4.7860  0.0000
H13 2.4002 4.1463 -3.3265  0.0000
H14 4.9779 2.5069 -2.2336  -0.0001
H15 4.7412 2.8249 -3.9505  -0.0001
H16 4.8491 1.1625 -3.3883  0.0001
O4 -3.6996 1.3209 -2.2867  0.0137
C9 -3.0755 0.7169 -1.4313  -0.0100
O5 -1.8179 0.8359 -1.2147  0.0860
C10 -3.8135 -0.2744 -0.5497  0.0111
C11 -5.1956 -0.1543 -0.4381  -0.0013
C12 -5.9209 -1.0075 0.3789  -0.0001
C13 -5.2742 -2.0086 1.0839  0.0001
C14 -3.9023 -2.1269 0.9419  0.0009
C15 -3.1528 -1.2741 0.1502  0.0048
N3 -3.2223 -3.2023 1.6689  -0.0003
O6 -2.0655 -3.4335 1.3810  0.0002
O7 -3.8448 -3.7822 2.5343  0.0000
H17 -5.6851 0.6216 -1.0086  0.0003
H18 -6.9922 -0.8956 0.4666  0.0000
H19 -5.8056 -2.6914 1.7299  0.0000
H20 -2.0785 -1.3871 0.0871  -0.0060
C16 1.3306 1.3123 3.5254  -0.0002
C17 0.4764 0.3234 2.7169  -0.0040
O8 0.1919 0.7680 1.4802  0.1379
C18 -0.8558 0.1065 3.4878  0.0028
F1 -0.6868 -0.2026 4.7859  0.0008
F2 -1.6051 -0.8582 2.9480  -0.0005
F3 -1.5858 1.2309 3.4624  -0.0001
C19 1.2425 -1.0219 2.6332  0.0158
F4 1.3569 -1.6611 3.8051  0.0005
F5 0.6819 -1.8787 1.7681  0.0027
F6 2.5003 -0.8223 2.1901  0.0005
H21 0.7332 2.1944 3.7410  0.0004
H22 2.1824 1.6019 2.9141  0.0003
H23 1.6797 0.8859 4.4631  -0.0001
C20 0.6306 4.6816 1.2560  -0.0001
S1 -0.1291 3.9141 -0.1895  0.0096
C21 -1.7815 3.6410 0.4787  0.0011
H24 0.0656 5.5637 1.5549  0.0006
H25 1.6405 4.9837 0.9877  -0.0001
H26 0.6755 3.9751 2.0796  -0.0005
H27 -1.7324 2.9465 1.3134  0.0001
H28 -2.3791 3.2075 -0.3191  -0.0018
H29 -2.2212 4.5889 0.7880  -0.0004

The calculation puts the orbital gap (spin up / spin down) at 8.1 / 7.8 eV. The spin multiplicity is 5. For the energy above the lowest of the compared OMol25 structures with the same formula, charge and spin, the calculation gives 0.0 kcal/mol.

[4]
This record from the OMol25 dataset describes a cluster of 3 separate species, C21H29F7O10 in total. The level of theory is wB97M-V/def2-TZVPD.

Each line ends with the natural charge from an NBO analysis.
Atoms and positions in Å:
C1 5.2545 -1.7720 -0.8352  -0.6279
C2 5.8164 -2.0223 -2.2564  -0.2211
C3 6.0971 -0.6960 -3.0271  -0.6171
C4 5.0231 -3.0304 -3.1172  -0.2242
C5 5.0632 -4.4279 -2.4861  -0.6093
C6 3.5911 -2.6381 -3.4699  -0.0848
O1 2.7244 -2.7884 -2.3269  -0.5219
C7 1.8314 -1.7534 -2.1347  0.5511
C8 0.4899 -1.9680 -2.9101  -0.5789
C9 -0.6662 -2.1070 -1.9577  0.8894
O2 -1.1442 -3.1339 -1.6372  -0.5095
F1 -1.1402 -0.9522 -1.4565  -0.3372
O3 1.4354 -1.9639 -0.7326  -0.5144
C10 1.9318 -1.0265 0.0946  0.9912
O4 2.1202 -1.1416 1.2497  -0.5424
O5 2.2704 0.0849 -0.6328  -0.4978
C11 2.3838 -0.3239 -1.9836  0.0360
C12 1.8089 0.7945 -2.8647  -0.5396
C13 2.5691 0.9704 -4.1537  0.4336
O6 2.1018 0.7533 -5.2431  -0.5047
H1 4.4786 -2.4767 -0.5390  0.2247
H2 6.0572 -1.8986 -0.1041  0.2200
H3 4.8964 -0.7500 -0.7017  0.2018
H4 6.8009 -2.4752 -2.1111  0.2053
H5 5.6461 0.1679 -2.5400  0.1994
H6 5.7345 -0.8219 -4.0517  0.2013
H7 7.1743 -0.5499 -3.1161  0.2222
H8 5.5565 -3.0869 -4.0756  0.2076
H9 4.5816 -5.1248 -3.1786  0.2088
H10 4.4742 -4.4317 -1.5685  0.2210
H11 6.0865 -4.7442 -2.2893  0.2148
H12 3.5055 -1.6604 -3.9522  0.1818
H13 3.2474 -3.3727 -4.2091  0.1910
H14 0.2978 -1.1815 -3.6386  0.2461
H15 0.5572 -2.9353 -3.4038  0.2623
H16 3.4500 -0.3265 -2.2406  0.2083
H17 0.7454 0.6894 -3.0817  0.2336
H18 1.9195 1.7282 -2.3032  0.2594
H19 3.6084 1.3497 -4.0610  0.1179
C14 -2.8118 2.4207 4.4763  -0.6414
C15 -2.3486 3.3506 3.3761  -0.0779
O7 -1.0071 3.0372 2.9557  -0.4756
C16 -0.8876 2.0049 2.1314  0.6929
O8 -1.7780 1.3241 1.7125  -0.5405
C17 0.5876 1.8172 1.7379  0.9070
F2 1.3942 1.8783 2.8040  -0.3051
F3 0.9750 2.7843 0.8844  -0.3184
F4 0.7791 0.6475 1.1454  -0.2998
H20 -2.1113 2.4365 5.3117  0.2179
H21 -3.7981 2.7173 4.8336  0.2238
H22 -2.8687 1.3913 4.1229  0.2235
H23 -2.3143 4.3750 3.7403  0.1982
H24 -3.0228 3.3290 2.5205  0.1973
C18 -6.8033 0.6837 2.3730  -0.6386
C19 -7.0845 0.7494 3.8592  -0.0788
O9 -7.4022 2.0953 4.2673  -0.4799
C20 -8.6386 2.5049 4.0210  0.6918
O10 -9.5084 1.8718 3.4989  -0.5369
C21 -8.8240 3.9378 4.5530  0.8981
F5 -7.8023 4.7282 4.1950  -0.3109
F6 -8.8882 3.9328 5.8926  -0.3097
F7 -9.9451 4.4792 4.0871  -0.2986
H25 -6.0182 1.3907 2.1021  0.2150
H26 -6.4895 -0.3205 2.0909  0.2274
H27 -7.6891 0.9436 1.7945  0.2245
H28 -6.1923 0.4671 4.4142  0.1968
H29 -7.8822 0.0651 4.1454  0.2004

The calculation puts the orbital gap at 11.2 eV. The structure (SMILES) is CC(C)[C@@H](C)CO[C@@]1(CC(=O)F)OC(=O)O[C@@H]1CC=O.CCOC(=O)C(F)(F)F.CCOC(=O)C(F)(F)F.